Record 1
A molecular structure, C14H15NS at a distorted geometry. Source: the OMol25 dataset; level of theory: ωB97M-V/def2-TZVPD.

max |F|	0.3350	Eh/bohr
frontier orbital gap	8.6	eV
HOMO	-8.424	eV
spin multiplicity	1

Element x y z (Å)
C 1.773 2.800 3.868
C 2.714 1.885 3.352
C 2.409 0.710 2.594
C 1.049 0.651 2.332
C 0.103 1.790 2.673
C 0.461 2.745 3.583
H -0.357 3.453 3.973
H -0.798 1.506 2.432
C 0.772 -0.509 1.573
H 1.315 -1.369 1.706
H -0.202 -1.008 1.858
S 0.901 -0.130 -0.188
C 0.398 -1.647 -0.928
C 0.327 -1.911 -2.377
C -0.929 -1.088 -2.829
C -2.225 -1.948 -2.728
C -3.502 -1.201 -3.168
N -3.501 0.026 -3.317
C -2.272 0.653 -3.431
C -1.116 0.101 -2.902
H -0.144 0.889 -2.933
H -2.415 1.675 -3.305
H -4.233 -1.951 -3.239
H -2.188 -3.107 -2.543
H 1.392 -1.258 -2.961
H 0.313 -2.886 -2.816
H -0.561 -2.104 -0.379
H 1.431 -2.559 -0.632
H 3.101 0.082 2.577
H 3.745 2.039 3.767
H 2.240 3.671 4.386

***

Record 2
2 unconnected molecules or ions with the total composition C4H8N2O. Source: the OMol25 dataset; level of theory: ωB97M-V/def2-TZVPD.

max |F|	0.0150	Eh/bohr
frontier orbital gap	10.9	eV
HOMO	-10.008	eV
spin multiplicity	1
SMILES	[H]/N=C/CCN=C=O.[H][H]

Element x y z (Å)
H 0.815 -2.426 1.371
N 0.581 -1.443 1.229
C -0.548 -1.316 0.664
C -1.114 0.040 0.341
C -0.122 1.197 0.469
N 1.056 1.042 -0.357
C 2.032 0.329 -0.274
O 3.038 -0.272 -0.341
H -1.176 -2.173 0.383
H -1.954 0.230 1.026
H -1.550 0.019 -0.664
H 0.172 1.324 1.515
H -0.619 2.118 0.149
H -0.563 0.589 -3.013
H -0.047 0.742 -2.497